(1)
10
Properties=species:S:1:pos:R:3:mulliken_charge:R:1 method="wB97M-V/def2-TZVPD" de_lowest_ev=7.043 lumo_energy_ev="-1.620 / -1.194" orbital_gap_ev="6.8192 / 7.2790" energy_ha=-5662.64582
C 1.05722 -0.22087 0.25872 -0.561
H 3.53900 0.23218 0.21674 0.120
H 1.42268 -1.19288 -0.25418 0.298
S 2.50565 0.99062 -0.01863 -0.208
C -0.28986 0.11861 -0.15920 -0.147
H 1.14488 -0.58214 1.28951 0.374
Br -3.07122 -1.59106 -0.98763 -0.035
Br -3.33737 1.30589 -0.24857 0.004
H -0.33382 1.20478 -0.36870 0.166
C -2.63716 -0.26513 0.27195 -0.011


(2)
15
Properties=species:S:1:pos:R:3:mulliken_charge:R:1 method="wB97M-V/def2-TZVPD" de_lowest_ev=1.804 lumo_energy_ev=5.324 orbital_gap_ev=6.6320 total_charge=-2 energy_ha=-4253.51735
C -1.47429 0.17879 -0.25595 0.670
O -0.45313 -0.00946 -0.96499 -0.531
O 0.64866 -1.27788 1.00413 -0.740
P 0.39063 -1.73487 -0.40259 0.741
H 1.04745 1.56477 -0.63891 0.032
O -0.72936 -2.69037 -0.73165 -0.720
H -1.71350 -1.05400 1.31615 0.245
Br -2.18877 2.11115 -0.68479 -0.539
H 1.47586 0.04517 0.45386 0.016
H -3.14302 0.25619 1.00654 0.271
C -2.16308 -0.17208 0.84336 -0.732
Cl 1.80532 2.13900 1.40558 -0.282
C 1.76979 1.10492 -0.04722 0.516
O 1.46136 -1.67477 -1.47205 -0.703
Cl 3.26607 1.21343 -0.83147 -0.246


(3)
9
Properties=species:S:1:pos:R:3:mulliken_charge:R:1 method="wB97M-V/def2-TZVPD" de_lowest_ev=3.237 lumo_energy_ev=-1.176 orbital_gap_ev=9.7044 energy_ha=-2790.44493
H 1.20193 1.46094 -0.33456 0.388
C 0.82808 0.73868 0.24894 -0.517
F -1.60757 1.27364 0.71130 -0.626
H -1.87670 -1.28080 -0.29738 0.308
H 0.47355 1.24610 1.11998 0.387
C -0.87804 -1.07245 -0.66765 -0.492
H -0.28862 -1.86154 -1.14896 0.275
Br 2.41396 -0.46308 0.63522 -0.123
C -0.26659 -0.04148 -0.26688 0.400


(4)
11
Properties=species:S:1:pos:R:3:mulliken_charge:R:1 method="wB97M-V/def2-TZVPD" de_lowest_ev=5.650 lumo_energy_ev="-1.229 / -1.065" orbital_gap_ev="7.6688 / 7.5013" energy_ha=-2854.76650
C 1.29370 -0.25717 0.54112 0.046
C -1.16910 0.07361 -0.08096 -0.465
C 0.09596 -0.89657 0.00254 -0.437
H 0.10764 -1.42808 -0.98424 0.346
H -1.88781 -0.44227 -0.65016 0.367
H -1.69847 0.34509 0.93420 0.310
Br 2.91610 -0.75540 -0.28095 -0.077
N 1.23517 1.63453 0.53313 -0.419
N 0.25999 1.81696 -0.17842 0.537
N -0.81326 1.41753 -0.56186 -0.473
H -0.33991 -1.50823 0.72560 0.265


(5)
10
Properties=species:S:1:pos:R:3:mulliken_spin:R:1 method="wB97M-V/def2-TZVPD" de_lowest_ev=1.121 multiplicity=3 lumo_energy_ev="-0.627 / -3.341" orbital_gap_ev="5.6008 / 6.1465" s2=2.038 energy_ha=-2820.50075
O -0.93321 -1.46211 -0.27241 0.401
C -0.47607 -0.37467 -0.14343 0.262
H 2.03732 -1.65094 0.62651 0.007
Br -3.41759 0.38044 0.37771 0.109
C 1.91441 -0.53692 0.45548 0.560
N -1.74898 1.07472 -0.14668 0.725
H -1.79124 1.33780 -1.17536 -0.020
H 0.79681 1.13101 -0.25122 -0.001
C 0.78725 0.13251 0.01377 -0.056
H 2.83132 -0.03184 0.51562 0.014


(6)
11
Properties=species:S:1:pos:R:3:mulliken_charge:R:1 method="wB97M-V/def2-TZVPD" de_lowest_ev=7.685 lumo_energy_ev="-0.770 / -2.106" orbital_gap_ev="8.7131 / 7.1355" energy_ha=-2895.66425
H 2.46556 -0.75418 0.90759 0.239
Br -1.77870 -1.68256 0.37448 -0.009
C -1.15629 -0.03614 -0.14940 -0.021
O -1.31478 2.16653 -0.09170 -0.611
H 1.16155 -1.73577 -0.02728 0.229
N -1.89741 1.06557 -0.02332 0.914
O -3.10304 0.89886 0.18292 -0.564
C 0.80910 0.34651 -0.01222 -0.150
H 2.32883 -0.92640 -0.97722 0.261
H 0.76416 1.43550 -0.14107 0.425
C 1.72103 -0.77792 -0.04278 -0.713


(7)
10
Properties=species:S:1:pos:R:3:mulliken_charge:R:1 method="wB97M-V/def2-TZVPD" de_lowest_ev=3.577 lumo_energy_ev="-0.288 / -0.103" orbital_gap_ev="7.5371 / 7.8206" energy_ha=-3143.52053
H -0.41775 -1.60447 -0.33172 0.329
Br 0.41025 2.30600 -2.06042 -0.146
C 0.34310 0.86459 -0.78196 -0.097
H -0.67149 0.75489 -0.45704 0.141
C -3.01248 2.24659 0.87861 0.063
H 1.17874 -2.65551 -0.17723 0.236
C 0.56218 -1.74457 -0.40493 -0.589
S 1.45865 -0.41147 -0.87133 0.114
H -3.30876 2.78608 0.08314 0.298
N -2.50165 1.53420 1.62260 -0.348


(8)
12
Properties=species:S:1:pos:R:3:mulliken_charge:R:1 method="wB97M-V/def2-TZVPD" de_lowest_ev=5.144 lumo_energy_ev="-4.590 / -4.498" orbital_gap_ev="4.2469 / 3.9179" total_charge=+1 energy_ha=-1027.24758
H -1.92960 -0.29630 -4.45434 0.336
O -1.18216 0.72162 0.70447 -0.640
H -0.64945 1.55174 2.46651 0.377
O -1.87296 -0.26380 -3.48582 -0.312
H 0.91382 -0.48530 2.62173 0.351
C -0.44229 0.80224 1.68271 0.177
Li 2.63448 -1.50532 0.24862 0.882
H 1.63900 0.91810 1.83722 0.366
C 0.88403 0.11799 1.69060 -0.219
O 1.09359 -0.63286 0.54861 -0.934
Ca -0.46295 -0.64324 -0.79344 1.280
C -0.62550 -0.28487 -3.06687 -0.664


(9)
10
Properties=species:S:1:pos:R:3:mulliken_charge:R:1 method="wB97M-V/def2-TZVPD" de_lowest_ev=1.812 smiles=O[C@@H]1CC1(Cl)Cl lumo_energy_ev=0.626 orbital_gap_ev=10.3510 energy_ha=-1112.27209
C 0.36239 0.50275 0.87822 -0.569
C -0.89661 0.17055 0.11129 0.433
C 0.46864 0.17209 -0.63550 -0.107
Cl -2.12022 1.37577 -0.17984 -0.175
Cl -1.50974 -1.50709 0.42082 -0.213
O 1.05504 -0.94964 -1.15397 -0.546
H 0.51711 1.53210 1.21108 0.280
H 0.79801 -0.39326 1.49891 0.224
H 0.61482 1.01822 -1.31971 0.318
H 0.71055 -1.92148 -0.83131 0.353


(10)
10
Properties=species:S:1:pos:R:3:mulliken_spin:R:1 method="wB97M-V/def2-TZVPD" de_lowest_ev=1.035 multiplicity=3 lumo_energy_ev="0.728 / -3.121" orbital_gap_ev="6.5563 / 7.7871" s2=2.013 energy_ha=-1112.13859
H -0.06170 -1.27574 0.17634 0.027
C -1.02761 2.38755 -0.06223 0.672
Cl 0.24422 2.98964 0.89658 0.182
C 0.21371 -0.16286 -0.04464 0.017
H 0.98684 0.26315 0.53000 0.000
H -1.67718 0.37052 1.19654 0.007
Cl -2.39039 -0.06940 -0.85906 0.079
O -1.81015 3.04572 -0.69380 0.658
H 0.47790 -0.06198 -1.13958 -0.006
C -1.18443 0.43841 0.21519 0.363


(11)
17
Properties=species:S:1:pos:R:3:mulliken_charge:R:1 method="wB97M-V/def2-TZVPD" de_lowest_ev=0.000 lumo_energy_ev=5.862 orbital_gap_ev=8.0240 total_charge=-2 energy_ha=-2284.96440
O 3.13590 -1.09773 1.19604 -0.675
O -2.04408 1.18382 -1.98246 -0.689
O 1.08894 -2.11205 1.82110 -0.673
H -2.34834 -0.03033 -0.28775 0.430
Cl 2.27343 0.94600 -0.48964 -0.136
S 1.82128 -1.44948 0.76119 1.212
O 1.75038 -2.11450 -0.52523 -0.670
H -1.32327 -1.68967 -0.30986 0.307
H -1.46027 -0.67623 1.16034 0.244
Cl 0.71856 1.16889 1.98272 -0.182
C -1.48810 -0.67945 0.04377 -1.198
S -1.10720 1.65020 -0.98112 1.151
O -1.75278 2.27014 0.26584 -0.705
O -0.16513 2.63062 -1.53379 -0.704
C -0.28002 0.11911 -0.40056 -0.688
C 0.99596 0.22580 0.49221 0.391
H 0.18476 -0.34513 -1.21281 0.583


(12)
10
Properties=species:S:1:pos:R:3:mulliken_charge:R:1 method="wB97M-V/def2-TZVPD" de_lowest_ev=0.874 smiles="S=CCC(Cl)Cl" lumo_energy_ev=-0.777 orbital_gap_ev=8.3536 energy_ha=-1435.22655
C 0.12906 -0.59829 0.46479 -0.443
C 1.13016 -0.46167 -0.70651 -0.332
H 0.63056 -0.37143 1.31956 0.296
Cl -0.31660 2.09255 -0.30445 -0.127
H 0.93536 -0.85766 -1.72771 0.291
Cl -2.42538 -0.01944 -0.68015 -0.198
C -0.88185 0.48328 0.32577 -0.115
S 2.55413 0.40130 -0.48273 -0.107
H -1.37791 0.85506 1.18830 0.360
H -0.37753 -1.52371 0.60312 0.375